1.
# C37H53AsN4OP2PdSi2

C37H53AsN4OP2PdSi2 as an isolated structure (the ωB97M-V functional and the def2-TZVPD basis, the Open Molecules 2025 dataset).

Output
F_max = 0.60 eV/Å
ΔE to the lowest compared entry with this formula, charge and spin = 0.0 kcal per mole

```
101
Properties=species:S:1:pos:R:3:lowdin_charge:R:1
Pd 0.62885 -0.94216 -0.48103 0.7397
As 2.89048 -2.80030 -1.79402 0.9897
P -0.93319 1.05759 -0.93693 0.6691
P -0.23809 -0.18835 1.88700 0.6792
Si 1.04087 -2.90644 2.46934 0.3213
Si -0.10719 0.27375 -3.79832 0.3072
O 1.23842 -2.75463 -1.53074 -0.6154
N 2.65211 2.81347 -0.45208 -0.1915
N 3.75599 0.58977 -0.59541 0.1811
N 0.02908 0.44242 -2.09083 -0.3087
N 0.75450 -1.44071 1.61890 -0.3139
C 3.24238 1.62401 -0.52650 -0.2988
C 1.14100 2.25422 5.53982 -0.0872
C -2.41165 -1.88849 1.62826 -0.1000
C -5.07881 -0.97126 -1.14296 -0.0922
C -1.33297 2.83317 -1.03654 -0.2797
C 1.00735 1.91055 3.16632 -0.0846
C 1.45406 2.65505 4.24855 -0.0814
C -3.98607 -1.54117 -1.78111 -0.0785
C 3.46586 -1.44537 -3.02015 -0.2143
C -1.94209 -0.72617 2.24069 -0.2897
C 3.34873 -4.50015 -2.54824 -0.2025
C 0.38189 1.10999 5.74535 -0.0767
C 3.87785 -2.60244 -0.16728 -0.2202
C -3.68732 0.83884 -0.38944 -0.0838
C -3.72025 -2.29999 1.81469 -0.0807
C -0.03429 0.70819 0.45998 -0.5015
C -2.21663 3.36467 -1.97452 -0.0832
C 1.27648 1.18168 -4.68198 -0.1900
C -2.81845 0.03519 3.00985 -0.0874
C -1.66744 1.01587 -4.53068 -0.1787
C -4.57964 -1.55175 2.60986 -0.0897
C 2.80007 -2.92138 3.14256 -0.1837
C 0.24409 0.76341 3.36250 -0.2694
C -0.76221 3.67646 -0.08736 -0.1049
C 0.75291 -4.37533 1.33365 -0.1789
C -2.49116 4.72407 -1.98547 -0.0743
C -0.06730 0.36870 4.66214 -0.0937
C 2.21867 3.40390 -1.71315 -0.0398
C -0.03942 -1.53891 -4.28988 -0.1799
C -4.92496 0.21366 -0.43738 -0.0851
C -2.58962 0.28683 -1.04701 -0.2871
C -1.90254 5.56134 -1.04528 -0.0853
C -0.04093 -3.13791 3.98716 -0.1762
C -4.13049 -0.38087 3.20041 -0.0833
C -2.74742 -0.91966 -1.72416 -0.1021
C -1.04354 5.03640 -0.09011 -0.0853
C 3.14707 3.73236 0.56162 -0.0542
H -1.73562 -2.47116 1.01121 0.0998
H 3.41903 -1.77581 0.37210 -0.0112
H -3.17536 5.12981 -2.71978 0.1041
H -0.13395 -4.93244 1.64686 0.0259
H 1.45097 4.14960 -1.50393 0.0782
H 0.07582 -2.18079 -3.41495 -0.0098
H 0.80326 -1.72873 -4.96133 0.0197
H -1.71048 0.75818 -5.59301 0.0349
H 3.01091 -5.27479 -1.86236 0.0392
H 2.83402 -4.60819 -3.50109 0.0400
H 1.48560 2.83341 6.38708 0.1013
H -4.09573 -2.47211 -2.32330 0.1048
H 2.96173 -0.53166 -2.71259 -0.0130
H 1.23516 2.19416 2.14634 0.0601
H 0.23136 -2.43033 4.77331 0.0103
H 1.78024 2.62348 -2.32512 0.0562
H 2.04488 3.54885 4.08688 0.0985
H -0.94828 -1.82965 -4.82323 0.0291
H 4.54193 -1.30412 -2.93597 0.0431
H -5.76888 0.65197 0.08031 0.1052
H 2.78989 -2.62878 4.19574 0.0229
H 4.42532 -4.57332 -2.69521 0.0407
H 0.13467 0.79668 6.75172 0.1039
H 0.61303 -4.04693 0.30227 -0.0092
H -5.60143 -1.87753 2.75958 0.1027
H -1.64807 2.10611 -4.46274 0.0156
H 1.26813 0.94032 -5.74879 0.0324
H 1.13484 2.26210 -4.59450 0.0221
H -2.47554 0.95142 3.47481 0.1055
H 4.91607 -2.35671 -0.38364 0.0446
H -2.12607 6.62067 -1.04991 0.1015
H -3.57815 1.77026 0.15496 0.1120
H -2.70211 2.71158 -2.68807 0.0898
H -2.58343 0.64902 -4.06333 0.0221
H 2.34747 4.42655 0.82583 0.0831
H -4.79881 0.21130 3.81306 0.1019
H 3.26280 -3.91010 3.08191 0.0240
H 2.26768 0.93613 -4.29334 0.0087
H -6.04705 -1.45457 -1.18516 0.1022
H -0.67003 -0.51510 4.82829 0.0910
H 3.05066 3.87711 -2.24634 0.0952
H -4.07270 -3.20453 1.33514 0.1082
H 4.00750 4.30744 0.20240 0.0908
H 3.18910 -1.71440 -4.03733 0.0363
H 3.81272 -3.52122 0.41305 0.0344
H -1.88966 -1.37398 -2.20633 0.0803
H 0.14468 -4.14196 4.38209 0.0359
H -0.60042 5.68424 0.65617 0.1017
H 1.59763 -5.07055 1.35772 0.0209
H 3.44007 -2.21146 2.61663 0.0091
H 3.43904 3.17472 1.44841 0.0871
H -0.09906 3.23631 0.64930 0.0723
H -1.11044 -3.05259 3.78810 0.0206
```

2.
# C38H31N6O2Tb

C38H31N6O2Tb as an isolated structure in a non-equilibrium geometry (the ωB97M-V functional and the def2-TZVPD basis, the Open Molecules 2025 dataset).

Output
spin multiplicity = 7
F_max = 4.94 eV/Å
ΔE to the lowest compared entry with this formula, charge and spin = 0.0 kcal per mole
expectation value of S² = 12.705

```
78
Properties=species:S:1:pos:R:3:lowdin_charge:R:1
Tb -13.79021 -8.56459 8.05381 1.6550
O -15.74402 -9.00100 7.03252 -0.2536
O -11.82532 -10.14281 8.78751 -0.1340
N -13.00276 -10.08705 6.07912 -0.0055
N -12.44547 -7.35942 9.69185 -0.0791
N -13.63348 -10.62171 10.89219 0.0024
N -12.52434 -7.38918 6.27972 -0.0552
N -14.91820 -6.67998 8.59243 -0.1516
N -14.33940 -9.88285 10.06407 -0.1258
C -11.17914 -7.55832 10.01707 -0.0309
C -11.21638 -5.39290 5.72937 -0.0878
C -11.23882 -13.27094 11.43875 -0.0871
C -10.81993 -7.48224 4.56337 -0.0476
C -16.69859 -9.05258 9.95786 -0.0404
C -18.18267 -9.47215 11.86511 -0.1449
C -15.59447 -9.58355 10.62769 -0.2876
C -8.90508 -7.86101 8.84552 -0.0298
C -12.15875 -6.09342 6.48225 -0.1896
C -13.43436 -11.34453 5.73073 -0.1208
C -16.26341 -8.11163 6.23376 -0.3629
C -8.62633 -9.45344 7.07622 -0.0476
C -12.47378 -11.33380 10.73591 -0.2176
C -10.43778 -13.22644 10.26431 -0.0769
C -10.39412 -6.15916 4.79586 -0.0650
C -12.19174 -9.51011 5.14551 -0.2561
C -17.96771 -8.91263 10.62799 -0.0833
C -13.12141 -12.03894 4.56378 -0.1013
C -11.81344 -8.12065 5.31892 -0.2602
C -14.52285 -5.83886 9.77728 -0.1797
C -10.65232 -12.20052 9.34728 -0.0298
C -17.11279 -7.35131 4.01408 -0.0656
C -8.15151 -8.33703 7.80030 -0.0598
C -16.02996 -6.19385 7.92552 -0.0337
C -11.63433 -10.23378 4.00434 -0.0163
C -15.80846 -9.90780 12.00584 -0.0330
C -13.33250 -6.51177 10.56830 -0.1646
C -12.18741 -11.49238 3.68079 -0.0883
C -11.63282 -11.28641 9.59606 -0.1746
C -16.58672 -6.75859 6.71349 -0.1404
C -17.60344 -6.14897 4.55308 -0.1045
C -10.62429 -9.46248 8.42595 -0.1857
C -9.85406 -9.96587 7.36493 -0.0394
C -17.08755 -9.89600 12.56199 -0.1160
C -16.49422 -8.32072 4.85169 -0.0021
C -12.16417 -12.27221 11.72609 -0.0258
C -17.34384 -5.85181 5.89753 -0.0434
C -10.20311 -8.34273 9.20357 -0.0840
H -18.74691 -8.29083 10.15942 0.1016
H -7.21888 -7.82970 7.47449 0.1211
H -16.65139 -5.43193 8.40216 0.1328
H -17.20505 -7.54688 2.96978 0.0917
H -17.79857 -4.98698 6.39616 0.1112
H -14.25968 -4.84853 9.39909 0.1086
H -11.17217 -14.10731 12.12373 0.0942
H -12.79889 -12.33706 12.62403 0.1183
H -11.04291 -4.32942 5.95065 0.0888
H -15.40576 -5.79064 10.41807 0.1133
H -13.67545 -12.91794 4.28470 0.0912
H -9.67564 -5.72239 4.13844 0.0776
H -12.72089 -5.53249 7.22319 0.0826
H -17.21213 -10.14602 13.63304 0.1070
H -16.38882 -9.36503 4.43084 0.1319
H -12.67804 -5.68425 11.04078 0.1331
H -13.68242 -7.18459 11.41075 0.1297
H -16.54784 -8.73957 8.95027 0.0415
H -8.56180 -6.91227 9.19866 0.1055
H -19.19468 -9.49917 12.31011 0.1074
H -14.96571 -10.37968 12.48225 0.0795
H -14.06204 -11.79747 6.52063 0.1205
H -11.95480 -11.95574 2.70255 0.1091
H -10.75840 -6.96893 10.83884 0.1312
H -18.20813 -5.43907 3.93055 0.1114
H -9.95071 -12.04922 8.55779 0.0958
H -10.86844 -9.74469 3.33115 0.1045
H -10.32520 -8.13532 3.82661 0.0882
H -8.15938 -9.87629 6.19663 0.1149
H -9.58370 -13.88245 10.10923 0.0978
H -10.20663 -10.82627 6.79584 0.1297
```

3.
# CH2N4O

A single CH2N4O molecule in a non-equilibrium geometry (the ωB97M-V functional and the def2-TZVPD basis, the Open Molecules 2025 dataset).

Output
SMILES = Nc1nnno1
F_max = 5.87 eV/Å
ΔE to the lowest compared entry with this formula, charge and spin = 58.2 kcal per mole

```
8
Properties=species:S:1:pos:R:3:lowdin_charge:R:1
O -0.84192 -1.10498 -0.11802 0.0622
N -1.80235 0.73286 -0.03239 -0.0670
N -0.51167 1.14502 -0.04364 0.0866
N -2.00034 -0.46687 0.04984 -0.0249
N 1.34337 -0.05945 -0.01534 0.1128
C 0.03420 -0.11268 -0.15678 -0.5050
H 2.06226 0.81182 -0.09656 0.2061
H 1.71646 -0.94573 0.41288 0.1292
```

> What is the formula in the third record?

CH2N4O